{
  "formula": "C6H10FN",
  "method": "ωB97M-V/def2-TZVPD",
  "relative_energy_kj_mol": 1077.28,
  "homo_energy_ev": -8.5898,
  "max_force_ev_per_a": 5.667,
  "energy_ha": -388.8043,
  "spin_multiplicity": 1,
  "lumo_ha": -0.0013,
  "elements": ["C", "C", "C", "C", "C", "C", "H", "H", "H", "H", "H", "H", "H", "H", "H", "H", "N", "F"],
  "coordinates": [[0.1542, -2.0985, 1.1465], [-1.3159, -0.0565, 0.8276], [-0.3262, 0.7122, 0.0768], [-0.1081, 0.4007, -1.2218], [0.7850, 1.1724, -1.9999], [1.5589, 2.1476, -1.3726], [-0.1385, -1.9274, -0.5673], [1.5698, -1.3893, 1.5784], [-0.0982, -3.4055, 1.5978], [-0.9731, -0.7699, 3.0086], [-2.2313, 0.3848, 1.4671], [-2.0516, -0.3790, -0.0068], [0.2221, 1.3078, 0.6710], [-0.5836, -0.5497, -1.5681], [0.9423, 2.3854, -0.3609], [2.5864, 2.6781, -1.8189], [-1.0038, -1.1953, 1.7048], [1.0116, 0.5821, -3.1624]],
  "atomic_forces_ev_per_a": [[-0.8818, 0.7030, 0.6392], [-5.4966, -1.2842, 0.4736], [-1.6769, -2.7003, -1.3445], [-1.8215, -0.2737, 2.5417], [3.4361, 1.7728, 1.6253], [-0.8902, 0.0429, -1.0547], [1.0435, -0.9105, 4.6352], [-3.6205, -2.3652, -1.5030], [1.2958, 4.3939, -1.5833], [0.6271, -1.8837, -5.3080], [2.5356, 0.4834, -1.2513], [1.1372, -0.6140, 1.0273], [2.0048, 2.3687, 1.4639], [0.1710, 1.4433, -0.3904], [2.6992, 0.2954, -2.7215], [-3.3362, -1.4721, 1.4002], [2.1350, -0.2750, 2.5849], [0.6386, 0.2753, -1.2347]]
}